1.
An isolated molecule of C4H5N2OP in a non-equilibrium geometry, computed with ωB97M-V/def2-TZVPD.

Results
HOMO-LUMO gap (spin up / spin down) (eV): 7.13 / 7.13
LUMO (spin up / spin down) (Eh): -0.035 / -0.036
Highest occupied orbital energy (spin up / spin down) (eV): -8.098 / -8.097

Geometry (Å):
C1 -0.269754 0.532588 -1.619609
C2 0.617749 1.303316 -0.747030
C3 -0.947715 -1.559813 -0.569682
C4 -1.609193 -2.481671 0.266892
N1 -0.691472 -0.644293 -1.294590
N2 1.021355 0.798975 0.378212
O1 -2.402783 -3.289737 -0.172335
P1 2.136069 1.338784 1.482134
H1 -0.521904 1.049643 -2.461725
H2 0.800451 2.209867 -1.284890
H3 -1.243066 -2.274520 1.279264
H4 1.652595 0.521268 2.559685
H5 1.457667 2.495592 2.183673

Atoms 1-3, force components in eV/Å:
C 1.3 -0.3 2.1
C -0.6 -2.7 1.2
C 0.8 1.1 -1.9

Here are the Mulliken charges for atoms 1 to 4, given in e: number 1, C, carries -0.461; number 2, C, carries 0.151; number 3, C, carries 0.384; number 4, C, carries -0.077

2.
A structure of composition C4H5N2P in a non-equilibrium geometry, computed with ωB97M-V/def2-TZVPD.

Results
HOMO-LUMO gap (eV): 9.48
LUMO (Eh): -0.010
Highest occupied orbital energy (eV): -9.763

Geometry (Å):
C1 -1.754525 -0.182537 -0.129592
C2 0.323967 1.292188 -0.158540
C3 0.639990 -1.363405 0.193852
C4 -0.525915 0.164445 0.385119
N1 -2.721800 -0.473039 -0.703254
N2 1.686597 0.990270 -0.255223
P1 2.127692 -0.430601 -0.280358
H1 -0.176816 1.494465 -1.223344
H2 0.232383 2.067803 0.527278
H3 0.450667 -2.124649 0.944670
H4 0.250443 -1.762185 -0.730918
H5 -0.532687 0.327244 1.430312

Atoms 1-3, force components in eV/Å:
C -3.0 -0.6 -2.2
C -2.6 -0.3 -3.1
C -2.9 2.8 -0.5

Here are the Mulliken charges for atoms 1 to 4, given in e: number 1, C, carries 0.326; number 2, C, carries -0.389; number 3, C, carries -0.693; number 4, C, carries -0.197

3.
The ion C4H5N2S with charge +1 in a non-equilibrium geometry, computed with ωB97M-V/def2-TZVPD.

Results
HOMO-LUMO gap (eV): 6.29
Total charge: +1
LUMO (Eh): -0.281
Highest occupied orbital energy (eV): -13.930
Structure (SMILES): NCc1csc#[n+]1

Geometry (Å):
C1 -1.390236 -0.934854 3.211739
C2 -1.370333 0.678887 1.638320
C3 -0.796913 -0.410093 1.162482
C4 0.058350 -0.855831 0.062849
N1 -0.915777 -1.596325 2.310264
N2 0.570478 0.307235 -0.603404
S1 -2.090971 0.712683 3.270664
H1 -1.529252 1.729153 1.214194
H2 -0.570863 -1.491264 -0.527195
H3 0.651852 -1.742684 0.405177
H4 0.155314 0.818027 -1.430171
H5 1.385128 0.713877 -0.257157

Atoms 1-3, force components in eV/Å:
C 0.6 -0.4 -3.1
C -1.4 4.0 -0.1
C 0.0 -1.2 2.3

Here are the Mulliken charges for atoms 1 to 4, given in e: number 1, C, carries 0.372; number 2, C, carries 0.049; number 3, C, carries 0.111; number 4, C, carries -0.478

4.
An isolated molecule of C4H5N3, computed with ωB97M-V/def2-TZVPD.

Results
HOMO-LUMO gap (spin up / spin down) (eV): 7.65 / 7.65
LUMO (spin up / spin down) (Eh): -0.003 / -0.003
Highest occupied orbital energy (spin up / spin down) (eV): -7.732 / -7.734

Geometry (Å):
C1 1.795729 -0.605461 -0.505272
C2 -1.370211 0.931009 -0.357725
C3 0.361729 -0.857683 -0.238106
C4 -1.318503 -0.591421 1.314688
N1 -1.924698 0.413314 0.648712
N2 -0.150512 -1.024267 0.895460
N3 -1.029453 1.771960 -1.181650
H1 -1.007406 2.745431 -0.878777
H2 -1.843105 -1.084392 2.117102
H3 2.334927 -0.158326 0.336062
H4 1.888126 0.022776 -1.393763
H5 2.263376 -1.562941 -0.756729

Atoms 1-3, force components in eV/Å:
C 0.1 0.3 0.1
C -0.1 0.6 0.2
C -0.1 -0.2 -0.3

Here are the Mulliken charges for atoms 1 to 4, given in e: number 1, C, carries -0.806; number 2, C, carries 0.520; number 3, C, carries -0.062; number 4, C, carries 0.068

5.
An isolated molecule of C4H5N3, computed with ωB97M-V/def2-TZVPD.

Results
HOMO-LUMO gap (eV): 9.54
LUMO (Eh): 0.032
Highest occupied orbital energy (eV): -8.679
Structure (SMILES): Nc1cncnc1

Geometry (Å):
N1 0.831196 0.826323 1.630864
C1 0.225259 0.277908 0.518430
C2 0.994640 -0.060853 -0.601861
N2 0.496559 -0.686825 -1.658266
C3 -0.800046 -0.987160 -1.625213
N3 -1.645777 -0.674106 -0.645383
C4 -1.139445 -0.042674 0.414242
H1 1.743598 1.238984 1.516208
H2 0.280645 1.227628 2.369560
H3 2.058748 0.187405 -0.641198
H4 -1.198716 -1.528501 -2.482789
H5 -1.846661 0.221869 1.205405

Atoms 1-3, force components in eV/Å:
N 0.0 0.0 0.2
C -0.1 -0.2 -0.3
C 0.0 0.0 0.0

Here are the Mulliken charges for atoms 1 to 4, given in e: number 1, N, carries -0.489; number 2, C, carries 0.726; number 3, C, carries -0.184; number 4, N, carries -0.557

6.
An isolated molecule of C4H5N3 in a non-equilibrium geometry, computed with ωB97M-V/def2-TZVPD.

Results
HOMO-LUMO gap (eV): 8.74
LUMO (Eh): -0.012
Highest occupied orbital energy (eV): -9.065
Structure (SMILES): [H]/N=C\NC(=C)C#N

Geometry (Å):
C1 1.549274 -0.250340 0.060162
C2 0.408838 0.055276 -0.638215
C3 -1.402283 -0.544754 0.930053
C4 0.527822 0.938566 -1.854615
H1 1.489450 -0.912750 0.854071
H2 2.511924 0.304437 -0.089169
H3 -1.316903 -1.078307 -1.139734
H4 -2.172662 -1.487777 0.905050
H5 -0.560541 1.287785 2.090082
N1 -0.740688 -0.564747 -0.312078
N2 -1.386304 0.549440 1.908375
N3 1.092073 1.703170 -2.713981

Atoms 1-3, force components in eV/Å:
C -0.2 3.0 -2.3
C 3.7 0.7 -0.6
C -0.3 4.5 2.5

Here are the Mulliken charges for atoms 1 to 4, given in e: number 1, C, carries -0.701; number 2, C, carries 0.367; number 3, C, carries -0.020; number 4, C, carries 0.112

7.
An isolated molecule of C4H5N3 in a non-equilibrium geometry, computed with ωB97M-V/def2-TZVPD.

Results
HOMO-LUMO gap (eV): 10.52
LUMO (Eh): 0.028
Highest occupied orbital energy (eV): -9.758
Structure (SMILES): N#C[C@H]1CN=CN1

Geometry (Å):
N1 2.190219 -0.879274 1.502289
C1 1.515174 -0.560073 0.618966
C2 0.638406 -0.125245 -0.494095
C3 -0.678383 -0.944158 -0.488759
N2 -1.575611 -0.185308 0.388418
C4 -1.058090 0.971296 0.497403
N3 0.113371 1.210473 -0.228101
H1 1.195102 -0.174300 -1.433062
H2 -1.109257 -1.012898 -1.496206
H3 -0.520316 -1.955832 -0.111542
H4 -1.478963 1.766635 1.106223
H5 0.768351 1.888686 0.138461

Atoms 1-3, force components in eV/Å:
N -0.6 0.3 -0.8
C 0.7 -0.3 0.7
C 0.1 -0.1 -0.1

Here are the Mulliken charges for atoms 1 to 4, given in e: number 1, N, carries -0.433; number 2, C, carries 0.165; number 3, C, carries 0.196; number 4, C, carries -0.617

8.
An isolated molecule of C4H5N3 in a non-equilibrium geometry, computed with ωB97M-V/def2-TZVPD.

Results
HOMO-LUMO gap (eV): 11.05
LUMO (Eh): 0.022
Highest occupied orbital energy (eV): -10.451
Structure (SMILES): CNC(C#N)C#N

Geometry (Å):
C1 0.197149 -0.079033 -1.634688
N1 0.409461 0.651154 -0.380407
C2 0.263496 -0.157746 0.808376
C3 0.418633 0.694121 2.005938
N2 0.508806 1.435064 2.887280
C4 -1.035377 -0.884520 0.901407
N3 -2.033625 -1.466238 0.920499
H1 1.147637 -0.200909 -2.155788
H2 -0.492802 0.459219 -2.286253
H3 -0.246752 -1.073070 -1.496177
H4 -0.176664 1.474001 -0.316041
H5 1.046993 -0.927109 0.801092

Atoms 1-3, force components in eV/Å:
C 0.0 -0.1 -0.2
N -0.3 0.0 0.0
C 0.0 -0.1 0.1

Here are the Mulliken charges for atoms 1 to 4, given in e: number 1, C, carries -0.815; number 2, N, carries -0.354; number 3, C, carries 0.446; number 4, C, carries -0.026

9.
An isolated molecule of C4H5N3 in a non-equilibrium geometry, computed with ωB97M-V/def2-TZVPD.

Results
HOMO-LUMO gap (eV): 9.49
LUMO (Eh): -0.038
Highest occupied orbital energy (eV): -10.529
Structure (SMILES): [H]/N=C1\N=CN=C1C

Geometry (Å):
C1 2.142577 -0.101580 0.076770
C2 0.661617 -0.297173 -0.107264
C3 -1.216749 -1.117642 0.079066
C4 -0.298773 0.751536 -0.033274
H1 2.232424 0.550375 0.900671
H2 2.465272 0.321127 -0.878577
H3 2.644233 -0.976489 0.387967
H4 -1.916561 -2.036860 0.396766
H5 -1.217359 2.377000 -0.031559
N1 0.125675 -1.460420 -0.139565
N2 -1.630985 0.056800 0.004728
N3 -0.200410 2.025621 0.010972

Atoms 1-3, force components in eV/Å:
C -1.7 0.4 -1.5
C 3.6 -1.6 0.9
C -3.4 -5.0 0.5

Here are the Mulliken charges for atoms 1 to 4, given in e: number 1, C, carries -1.027; number 2, C, carries 0.599; number 3, C, carries -0.029; number 4, C, carries 0.586

10.
An isolated molecule of C4H5N3 in a non-equilibrium geometry, computed with ωB97M-V/def2-TZVPD.

Results
HOMO-LUMO gap (eV): 10.26
LUMO (Eh): 0.027
Highest occupied orbital energy (eV): -9.533
Structure (SMILES): N#C[C@H]1CN=CN1

Geometry (Å):
N1 -2.894721 1.026112 0.091985
C1 -1.902883 0.434922 0.013592
C2 -0.660274 -0.343562 -0.102797
C3 0.461286 0.121823 -1.167570
N2 1.692776 0.247019 -0.403187
C4 1.416110 -0.002137 0.811292
N3 0.119977 -0.370792 1.131357
H1 -0.963452 -1.375618 -0.339735
H2 0.503980 -0.718596 -1.853429
H3 0.352807 1.028624 -1.788100
H4 2.156455 0.005138 1.604938
H5 -0.282061 -0.052932 2.001654

Atoms 1-3, force components in eV/Å:
N 1.0 -0.6 0.0
C -0.6 0.7 -0.1
C 0.2 0.1 -0.3

Here are the Mulliken charges for atoms 1 to 4, given in e: number 1, N, carries -0.400; number 2, C, carries 0.075; number 3, C, carries 0.296; number 4, C, carries -0.478

11.
A structure of composition C4H5N3 in a non-equilibrium geometry, computed with ωB97M-V/def2-TZVPD.

Results
HOMO-LUMO gap (eV): 7.97
LUMO (Eh): -0.007
Highest occupied orbital energy (eV): -8.170

Geometry (Å):
N1 -2.206513 -0.822096 -1.568497
C1 -1.161952 -0.955247 -1.081752
C2 0.132881 -0.940561 -0.427170
C3 0.889501 1.318483 -0.727873
N2 0.575715 1.555822 0.524105
C4 0.284422 0.656675 1.385261
N3 0.032505 -0.647393 0.976328
H1 0.780268 -1.781057 -0.677641
H2 0.971867 0.038813 -0.890411
H3 0.223627 1.817846 -1.446420
H4 0.178532 0.876495 2.442564
H5 -0.700854 -1.117781 1.491508

Atoms 1-3, force components in eV/Å:
N 1.0 -0.3 0.4
C -0.9 0.0 -0.5
C -0.1 0.0 0.0

Here are the Mulliken charges for atoms 1 to 4, given in e: number 1, N, carries -0.445; number 2, C, carries 0.431; number 3, C, carries -0.436; number 4, C, carries -0.426

12.
An isolated molecule of C4H5N3 in a non-equilibrium geometry, computed with ωB97M-V/def2-TZVPD.

Results
HOMO-LUMO gap (eV): 10.66
LUMO (Eh): 0.015
Highest occupied orbital energy (eV): -10.248
Structure (SMILES): CNC(C#N)C#N

Geometry (Å):
C1 0.342583 1.064299 -0.976748
N1 -0.596717 0.559221 0.021416
C2 -0.220080 -0.606556 0.795449
C3 -0.709960 -1.809086 0.024794
N2 -1.565242 -2.322826 -0.566781
C4 1.151967 -0.442573 1.325515
N3 2.154948 -0.156908 1.825190
H1 1.272149 1.370690 -0.487063
H2 -0.118599 1.961034 -1.399950
H3 0.585838 0.366643 -1.796723
H4 -1.464282 0.292069 -0.431194
H5 -0.859766 -0.665418 1.684441

Atoms 1-3, force components in eV/Å:
C 0.1 0.1 0.0
N -0.3 0.2 0.0
C -0.2 -0.1 0.0

Here are the Mulliken charges for atoms 1 to 4, given in e: number 1, C, carries -0.874; number 2, N, carries -0.392; number 3, C, carries 0.463; number 4, C, carries 0.161